Record 1
DFT (ωB97M-V/def2-TZVPD) results for C24H44BO19PSi2 as an isolated structure at a distorted geometry.

Computed properties:
HOMO energy: -7.76 eV
charge: 0
HOMO-LUMO gap: 7.922 eV

Each line ends with the Mulliken charge.
Element x y z (Å)
P -3.14 0.22 -0.29  0.3125
Si -1.51 -1.26 -0.42  0.7638
Si -3.45 -3.11 0.53  -0.5374
O -7.21 -2.37 -4.52  -0.2902
O 1.40 6.73 1.59  -0.5487
O -6.03 -1.53 1.76  -0.1929
O -5.98 -4.19 -4.07  -0.2910
O -5.30 -2.16 -3.33  -0.5945
O 10.28 4.37 1.95  -0.3392
O 1.51 0.52 -0.26  -0.5488
O 8.88 6.09 2.42  -0.5213
O -4.38 -5.79 1.47  -0.5243
O -0.64 -1.47 1.08  -0.5037
O 3.42 5.99 2.29  -0.3624
O -0.06 0.59 -2.03  -0.3988
O -2.28 -2.81 -0.75  -0.4225
O -1.91 -5.38 1.52  -0.5436
O -8.21 -0.60 1.91  -0.4900
O 2.92 5.95 0.10  -0.3712
O 8.43 4.66 0.71  -0.3811
O -6.60 -0.98 -0.48  -0.5406
O -2.57 1.82 -0.09  -0.4538
C 3.37 -1.84 3.37  -1.1232
C 1.19 -2.79 2.29  -0.7357
C -7.73 -3.44 -5.31  -0.5288
C 11.48 2.71 0.66  -1.4557
C 0.42 -2.45 0.90  0.1466
C 4.32 5.69 0.22  -0.4337
C -7.22 -4.65 -4.59  0.5295
C 2.48 6.27 1.35  0.5847
C -5.26 -3.01 -0.19  0.7846
C -6.09 -2.84 -3.92  0.4814
C -6.04 -1.71 0.35  0.3550
C 9.17 5.13 1.76  0.6270
C 10.13 3.21 1.14  0.5277
C 0.69 1.13 -0.96  0.7810
C 2.78 -2.70 2.11  -0.3135
C 0.49 2.70 -0.69  -0.7335
C -7.00 -0.58 2.19  0.6178
C 5.79 5.51 2.26  -1.3602
C 9.24 3.70 0.04  -0.5109
C -7.02 -5.85 -5.49  -1.4696
C -6.48 0.58 3.17  -0.8839
C -3.97 0.14 -2.02  -0.5936
C -0.28 -0.84 -1.87  -0.6005
C 4.44 5.23 1.65  0.7361
B -3.25 -4.92 1.24  1.0280
H -5.84 -3.94 0.10  0.5255
H 3.12 -2.45 4.30  0.2867
H 6.59 5.04 1.68  0.2063
H -4.99 -5.29 2.06  0.3153
H 8.62 2.90 -0.38  0.3378
H -5.13 -2.87 -1.32  -0.8414
H 9.64 2.44 1.75  0.2571
H 3.31 -3.71 2.11  0.2960
H 4.50 -1.68 3.25  0.3437
H -7.94 -6.12 -6.01  0.3888
H 1.22 -2.01 0.22  -0.0557
H 9.78 4.20 -0.77  0.3029
H 12.06 2.33 1.50  0.3552
H -5.36 0.55 3.33  0.2488
H -7.01 0.40 4.17  0.3001
H 0.03 -3.39 0.39  0.3001
H 1.52 3.12 -0.45  0.1290
H -3.10 0.17 -2.78  0.2751
H 0.13 3.19 -1.66  0.2809
H 5.99 6.58 2.32  0.3455
H 4.87 6.61 0.01  0.3486
H 5.83 5.12 3.28  0.4122
H -4.49 -0.87 -2.08  -0.0880
H 0.87 -2.06 3.10  0.3019
H -0.82 -1.19 -2.83  0.3517
H -7.34 -3.34 -6.33  0.3160
H 4.19 4.17 1.75  0.2183
H -8.82 -3.40 -5.35  0.3190
H 3.11 -2.13 1.18  0.2605
H -2.99 2.44 -0.74  0.2804
H -7.87 -4.92 -3.75  0.2612
H 2.81 -0.84 3.41  0.2838
H 12.06 3.52 0.21  0.3596
H 0.95 -3.87 2.60  0.1776
H -6.24 -5.66 -6.24  0.3530
H -6.82 1.61 2.79  0.2924
H 11.36 1.90 -0.07  0.3737
H -0.27 2.93 0.12  0.1910
H -3.24 -2.05 1.52  -0.1076
H -1.53 -4.85 2.25  0.2932
H 4.63 4.91 -0.49  0.2968
H -6.69 -6.71 -4.91  0.3582
H -4.65 1.03 -2.19  0.4315
H 0.68 -1.45 -1.83  0.4407

***

Record 2
DFT (ωB97M-V/def2-TZVPD) results for C30H49O5ScSi2 as an isolated structure at a distorted geometry.

Computed properties:
HOMO energy: 1.40 eV
charge: -2
HOMO-LUMO gap: 2.469 eV

Each line ends with the Mulliken charge.
Element x y z (Å)
Sc -0.98 0.71 0.50  0.4310
Si -3.80 -0.60 4.51  0.0906
Si -1.27 -2.65 3.82  0.2134
O 3.79 0.03 -6.30  -0.2728
O 2.36 -1.25 -5.11  -0.6291
O 0.04 1.45 -0.73  0.4811
O 3.17 2.74 -5.46  -0.2427
O 5.19 1.99 -4.84  -0.6869
C 1.85 1.22 -3.56  -1.7707
C -3.14 0.06 -0.56  -0.4631
C -3.76 1.07 5.39  -1.2778
C -1.57 -1.61 -0.28  -0.6868
C -4.45 -1.90 5.72  -1.1782
C 3.07 -0.27 -5.20  -0.6520
C -2.23 0.12 -1.65  -0.9296
C 3.22 0.77 -4.10  3.5764
C -2.35 2.06 2.04  0.0299
C 3.07 -0.19 0.73  -0.5180
C 3.02 -0.39 -0.74  -0.1394
C -0.26 2.91 1.57  -0.7118
C -2.07 -0.98 3.93  0.8568
C -1.28 -0.92 -1.49  -0.4865
C -2.39 -3.92 2.98  -1.0483
C 2.23 -1.51 -1.30  0.2820
C -1.16 3.32 0.53  -0.2574
C 3.98 1.88 -4.82  -0.2725
C -2.73 -1.00 0.30  -0.0466
C 2.13 1.74 -2.18  0.7460
C 3.91 3.61 -6.32  -0.8299
C -2.44 2.78 0.81  -1.1572
C 3.30 0.77 -1.60  0.5000
C -5.05 -0.48 3.09  -0.9055
C 4.05 0.28 -2.89  -1.8553
C -0.99 2.15 2.52  -0.5939
C 0.88 2.27 -1.48  -1.6639
C -0.83 -3.29 5.54  -1.2859
C 0.34 -2.49 2.83  -0.9758
C 3.65 -0.91 -7.38  -0.7601
H -5.97 0.01 3.46  0.4129
H -4.70 0.11 2.24  0.0669
H -0.59 1.72 3.43  0.5969
H 3.98 -0.56 1.23  0.1887
H 4.57 4.25 -5.73  0.2981
H -3.16 -1.25 1.27  0.1069
H 3.98 1.44 -1.03  0.5830
H -4.03 0.68 -0.45  0.6039
H 1.19 3.15 -0.88  0.3670
H -4.64 -2.88 5.26  0.2848
H 2.21 -0.68 1.19  -0.3441
H -5.34 -1.47 2.71  0.3228
H 1.16 0.36 -3.54  0.1495
H -1.37 -0.13 3.94  -0.5739
H 4.11 -0.81 -2.93  0.3524
H -2.28 0.81 -2.50  0.4705
H 1.13 -3.10 3.30  0.5344
H 0.69 -1.45 2.81  -0.0251
H 4.28 -0.52 -8.17  0.2448
H -4.25 1.00 6.37  0.3819
H 0.25 -2.84 1.79  0.2359
H -0.06 -2.64 6.00  0.2606
H 3.98 -1.90 -7.07  0.2723
H -1.70 -3.29 6.21  0.2327
H 1.42 1.99 -4.22  0.6881
H -2.72 1.38 5.56  0.2935
H 1.69 -1.20 -2.22  -0.4577
H 3.15 4.20 -6.84  0.2477
H 2.78 -2.43 -1.56  0.1488
H 4.50 3.01 -7.01  0.3051
H -3.17 1.56 2.55  0.1354
H 1.45 -1.79 -0.57  -0.4031
H 0.82 3.13 1.63  0.3279
H 0.22 2.72 -2.23  0.2701
H -3.41 -3.90 3.37  0.2587
H 2.60 -0.95 -7.71  0.3105
H -2.45 -3.78 1.89  0.2525
H 2.98 0.89 0.95  0.2929
H -0.43 -4.31 5.51  0.3236
H -0.51 -1.20 -2.22  0.5736
H 2.73 2.65 -2.35  0.3046
H -4.26 1.87 4.83  0.3211
H -0.92 3.93 -0.33  0.6349
H 5.06 0.70 -2.95  0.2582
H -1.01 -2.46 0.12  0.5187
H -3.75 -2.05 6.56  0.2562
H -5.40 -1.55 6.15  0.3545
H -3.33 2.97 0.21  0.4512
H -1.99 -4.93 3.16  0.4000

***

no.,electronic energy (Eh)
1,-3315.81498
2,-2888.40731